The following is a DFT calculation (ωB97M-V/def2-TZVPD) of a cluster of 3 separate species, C7H20O3 in total at a distorted geometry.

Structure (XYZ):
```
30
Properties=species:S:1:pos:R:3:forces:R:3:lowdin_charge:R:1
C -0.432 1.744 1.026 1.387 0.527 0.798 -0.03
C 0.464 1.717 2.329 0.119 -0.753 0.134 -0.42
C 0.005 0.764 3.439 -0.493 -0.303 0.142 -0.07
O 1.831 1.348 2.007 -0.395 0.063 -1.284 -0.08
H -0.734 0.751 0.692 -0.312 0.116 0.353 0.05
H 0.094 2.182 0.178 0.597 -0.101 0.102 0.07
H -1.217 2.489 1.157 -0.512 -0.577 0.348 0.07
H 0.533 2.694 2.808 -0.351 0.363 -0.403 0.12
H 0.609 0.938 4.329 0.078 0.053 0.068 0.07
H 0.081 -0.300 3.216 0.357 0.043 -0.518 0.08
H -1.035 0.860 3.754 -0.121 0.535 -0.144 0.08
H 2.406 1.279 2.773 -0.372 0.067 0.275 0.09
C 2.190 -2.201 -1.844 0.248 1.250 0.775 -0.08
C 2.159 -0.698 -1.458 -0.633 -0.928 0.422 -0.28
O 1.443 -0.625 -0.193 0.235 -0.170 -1.135 -0.11
H 2.760 -2.417 -2.747 0.075 0.130 0.091 0.07
H 1.175 -2.579 -1.965 0.058 -0.022 0.144 0.06
H 2.669 -2.607 -0.953 -0.092 -0.779 -0.295 0.07
H 1.656 -0.126 -2.238 -0.041 0.306 0.074 0.10
H 3.164 -0.313 -1.281 0.113 -0.024 -0.331 0.11
H 1.757 0.151 0.276 0.012 0.207 0.365 0.03
C -2.312 -1.082 -1.002 0.323 -0.141 1.135 -0.09
C -2.138 -0.445 -2.375 0.899 -1.390 0.609 -0.36
O -3.232 0.289 -2.702 -2.870 1.155 -0.527 -0.07
H -2.994 -1.924 -0.880 -0.203 -0.159 -1.025 0.07
H -2.767 -0.386 -0.297 0.298 0.530 0.102 0.06
H -1.395 -1.454 -0.545 0.328 0.299 -0.141 0.06
H -2.063 -1.266 -3.089 0.497 0.307 -0.343 0.12
H -1.373 0.328 -2.460 1.373 -1.012 0.382 0.11
H -3.307 0.886 -1.954 -0.601 0.407 -0.175 0.08
```
Forces are in eV/Å.

LUMO energy in eV: 0.726
E in eV: -13724.402